P:
One molecule with the formula C6H16N2, computed with the ωB97M-V functional and the def2-TZVPD basis.

CARTESIAN COORDINATES (ANGSTROEM)
C1 -1.96 0.90 1.56
C2 -1.51 -0.39 2.22
C3 -1.11 -1.51 1.16
N1 0.23 -1.39 0.48
C4 0.15 -0.16 -0.47
C5 0.90 -0.43 -1.71
C6 1.93 0.65 -2.32
N2 2.57 1.47 -1.26
H1 -1.25 1.70 1.45
H2 -2.91 1.18 2.06
H3 -2.36 1.05 0.48
H4 -2.21 -0.85 2.87
H5 -0.61 -0.17 2.85
H6 -1.94 -1.64 0.35
H7 -1.04 -2.54 1.45
H8 0.98 -1.25 1.14
H9 0.42 0.70 0.06
H10 -0.94 -0.10 -0.79
H11 1.39 -1.45 -1.68
H12 0.18 -0.40 -2.50
H13 2.67 0.22 -2.94
H14 1.44 1.37 -3.07
H15 3.23 1.15 -0.70
H16 1.74 1.88 -0.69

Values from the calculation:
Kohn-Sham gap = 9.7 eV
SMILES = CCCNCCCN
E_LUMO = 1.0 eV

Atomic partial charges in e from the natural (NBO) method, atoms 1 to 2: C -0.649; C -0.433

Q:
A 3-piece molecular cluster, C6H16N2 overall, computed with the ωB97M-V functional and the def2-TZVPD basis.

CARTESIAN COORDINATES (ANGSTROEM)
C1 0.35 -0.14 -0.30
C2 -0.10 0.57 0.77
C3 -2.08 0.24 -0.38
C4 0.85 0.54 -1.53
C5 0.43 -1.64 -0.28
C6 -2.85 -0.74 0.46
N1 1.96 0.54 1.45
N2 2.96 1.39 0.94
H1 2.37 -0.40 1.49
H2 2.67 2.35 1.08
H3 3.17 1.26 -0.05
H4 -0.44 0.08 1.67
H5 -0.13 1.65 0.75
H6 -1.95 -0.04 -1.42
H7 -2.36 1.29 -0.28
H8 0.48 0.06 -2.43
H9 -0.27 -2.06 -1.02
H10 1.95 0.48 -1.56
H11 0.58 1.60 -1.55
H12 0.18 -2.05 0.70
H13 1.43 -1.97 -0.57
H14 -3.90 -0.84 0.13
H15 -2.89 -0.43 1.51
H16 -2.41 -1.74 0.42

Values from the calculation:
Kohn-Sham gap (alpha / beta) = 7.7 / 6.7 eV
E_LUMO (alpha / beta) = 0.8 / 0.8 eV

Atomic partial charges in e from the natural (NBO) method, atoms 1 to 2: C 0.138; C -0.253

R:
A 2-piece molecular cluster, C6H16N2 overall, computed with the ωB97M-V functional and the def2-TZVPD basis.

CARTESIAN COORDINATES (ANGSTROEM)
C1 -2.09 1.27 -1.41
C2 -2.22 0.03 -0.57
C3 -1.75 -1.16 -0.90
C4 -2.03 -2.42 -0.13
H1 -1.78 1.03 -2.42
H2 -3.05 1.79 -1.45
H3 -1.37 1.95 -0.97
H4 -2.75 0.15 0.37
H5 -1.18 -1.31 -1.81
H6 -2.60 -2.22 0.77
H7 -2.62 -3.11 -0.74
H8 -1.11 -2.96 0.11
N1 3.13 0.98 -0.71
C5 2.43 1.24 0.54
C6 1.60 0.02 0.92
N2 0.66 0.35 1.98
H9 3.63 0.10 -0.67
H10 3.83 1.69 -0.90
H11 1.74 2.07 0.39
H12 3.09 1.49 1.38
H13 1.02 -0.27 0.04
H14 2.25 -0.82 1.17
H15 0.02 -0.41 2.17
H16 1.15 0.54 2.85

Values from the calculation:
Kohn-Sham gap = 10.2 eV
SMILES = C/C=C/C.NCCN
E_LUMO = 1.1 eV

Atomic partial charges in e from the natural (NBO) method, atoms 1 to 2: C -0.640; C -0.175

Relative energies in eV: P 1.916; Q 5.073; R 0.000

P:
One molecule with the formula C6H16N2, computed with the ωB97M-V functional and the def2-TZVPD basis.

CARTESIAN COORDINATES (ANGSTROEM)
C1 -1.29 0.19 3.13
C2 -0.11 0.42 2.17
C3 -0.15 -0.46 0.91
N1 -0.10 0.31 -0.31
C4 -1.29 1.16 -0.51
C5 0.18 -0.52 -1.48
C6 1.60 -0.23 -1.98
N2 1.92 -0.96 -3.18
H1 -1.34 1.07 3.78
H2 -1.17 -0.67 3.79
H3 -2.22 0.09 2.58
H4 0.00 1.49 1.97
H5 0.84 0.20 2.67
H6 0.70 -1.14 0.95
H7 -0.98 -1.20 0.90
H8 -1.62 1.50 0.43
H9 -0.99 2.07 -1.03
H10 -2.08 0.60 -1.02
H11 -0.01 -1.58 -1.25
H12 -0.49 -0.37 -2.34
H13 2.27 -0.46 -1.14
H14 1.62 0.84 -2.17
H15 2.45 -0.45 -3.86
H16 2.29 -1.88 -3.00

Values from the calculation:
Kohn-Sham gap = 9.4 eV
SMILES = CCCN(C)CCN
E_LUMO = 1.1 eV

Atomic partial charges in e from the natural (NBO) method, atoms 1 to 2: C -0.608; C -0.420

Q:
One molecule with the formula C6H16N2, computed with the ωB97M-V functional and the def2-TZVPD basis.

CARTESIAN COORDINATES (ANGSTROEM)
C1 0.30 -1.29 -2.45
C2 0.96 -1.14 -1.05
N1 2.34 -1.59 -1.06
C3 0.92 0.32 -0.58
C4 -0.49 0.86 -0.31
C5 -1.28 0.16 0.80
C6 -0.95 0.74 2.18
N2 -1.76 1.92 2.54
H1 -0.31 -2.19 -2.51
H2 -0.31 -0.42 -2.68
H3 1.08 -1.35 -3.21
H4 0.33 -1.75 -0.38
H5 2.57 -2.49 -0.68
H6 3.02 -0.88 -0.90
H7 1.58 0.46 0.26
H8 1.30 0.89 -1.43
H9 -1.03 0.81 -1.26
H10 -0.41 1.91 -0.05
H11 -1.12 -0.92 0.73
H12 -2.34 0.31 0.61
H13 0.11 1.02 2.19
H14 -1.10 0.02 2.97
H15 -2.67 1.85 2.11
H16 -1.34 2.76 2.17

Values from the calculation:
Kohn-Sham gap = 9.9 eV
SMILES = C[C@@H](N)CCCCN
E_LUMO = 1.1 eV

Atomic partial charges in e from the natural (NBO) method, atoms 1 to 2: C -0.624; C -0.049

R:
A 2-piece molecular cluster, C6H16N2 overall, computed with the ωB97M-V functional and the def2-TZVPD basis.

CARTESIAN COORDINATES (ANGSTROEM)
N1 2.24 -0.85 -0.78
C1 1.46 -0.57 0.26
C2 2.09 0.52 1.17
C3 0.00 0.09 -0.36
N2 -0.80 0.35 0.66
C4 -2.11 -0.24 0.61
C5 -2.90 -0.02 -0.68
C6 0.32 1.23 -1.32
H1 -0.40 -0.76 -0.94
H2 2.24 -1.86 -0.94
H3 1.18 -1.39 0.90
H4 2.95 0.09 1.67
H5 1.31 0.80 1.89
H6 2.32 1.42 0.59
H7 -0.34 -2.38 2.09
H8 -0.11 -3.01 1.74
H9 -2.14 -1.32 0.80
H10 -2.70 0.14 1.43
H11 -2.26 0.08 -1.56
H12 -3.54 -0.89 -0.85
H13 -3.49 0.89 -0.66
H14 0.03 2.21 -0.93
H15 -0.25 1.11 -2.25
H16 1.37 1.21 -1.61

Values from the calculation:
Kohn-Sham gap = 6.7 eV
E_LUMO = -1.4 eV

Atomic partial charges in e from the natural (NBO) method, atoms 1 to 2: N -0.568; C -0.011

Relative energies in eV: P 0.581; Q 0.000; R 5.230

P:
A 2-piece molecular cluster, C6H16N2 overall, computed with the ωB97M-V functional and the def2-TZVPD basis.

CARTESIAN COORDINATES (ANGSTROEM)
C1 -2.04 -0.07 0.36
N1 -1.77 -1.25 -0.44
C2 1.19 -1.05 -0.04
C3 2.33 -0.15 0.66
C4 1.87 1.35 0.47
N2 0.86 1.56 1.47
C5 1.49 -1.17 -1.54
C6 -3.26 0.76 0.09
H1 -2.14 -0.33 1.40
H2 -1.20 0.58 0.22
H3 0.21 -0.56 0.09
H4 1.11 -2.09 0.38
H5 2.36 -0.29 1.74
H6 3.22 -0.39 0.25
H7 2.78 1.99 0.59
H8 1.50 1.53 -0.56
H9 0.60 2.51 1.40
H10 -2.62 -1.87 -0.21
H11 0.56 -1.34 -2.01
H12 1.83 -0.26 -2.06
H13 2.11 -2.08 -1.83
H14 -3.55 1.80 0.43
H15 -3.27 0.72 -1.12
H16 -4.16 0.10 0.27

Values from the calculation:
Kohn-Sham gap = 3.6 eV
E_LUMO = -3.5 eV

Atomic partial charges in e from the natural (NBO) method, atoms 1 to 2: C -0.314; N -0.461

Q:
One molecule with the formula C6H16N2, computed with the ωB97M-V functional and the def2-TZVPD basis.

CARTESIAN COORDINATES (ANGSTROEM)
C1 -0.28 1.38 -3.40
N1 0.38 0.17 -2.88
C2 0.22 -0.10 -1.42
C3 -0.70 0.61 -0.40
C4 -0.05 0.57 0.98
C5 0.29 -0.75 1.71
C6 -0.73 -1.37 2.66
N2 1.60 -0.29 2.46
H1 0.30 1.48 -4.31
H2 -1.35 1.28 -3.73
H3 -0.29 2.18 -2.64
H4 0.02 -0.71 -3.35
H5 1.27 -0.07 -1.10
H6 -0.16 -1.13 -1.33
H7 -1.66 0.07 -0.43
H8 -0.78 1.61 -0.79
H9 -0.53 1.31 1.64
H10 0.92 1.11 0.90
H11 0.62 -1.58 1.11
H12 -1.56 -1.91 2.12
H13 -1.18 -0.61 3.31
H14 -0.06 -2.02 3.24
H15 1.29 -0.39 3.42
H16 2.41 -0.84 2.22

Values from the calculation:
Kohn-Sham gap = 9.5 eV
SMILES = CNCCC[C@H](C)N
E_LUMO = 1.0 eV

Atomic partial charges in e from the natural (NBO) method, atoms 1 to 2: C -0.428; N -0.629

Relative energies in eV: P 6.412; Q 0.000

P:
One molecule with the formula C23H24N4O5S, computed with the ωB97M-V functional and the def2-TZVPD basis.

CARTESIAN COORDINATES (ANGSTROEM)
O1 4.86 2.70 -0.17
C1 4.73 1.72 0.52
C2 5.86 0.73 0.79
C3 5.81 -0.33 -0.33
N1 4.48 -0.85 -0.51
C4 3.81 -1.60 0.45
O2 4.29 -1.99 1.48
C5 2.41 -1.71 -0.03
C6 1.31 -2.32 0.53
C7 0.09 -2.18 -0.13
C8 -0.02 -1.45 -1.30
C9 1.09 -0.84 -1.87
C10 2.30 -0.98 -1.22
C11 3.64 -0.43 -1.55
O3 4.00 0.24 -2.48
N2 3.55 1.32 1.09
C12 2.25 1.69 0.74
C13 1.99 2.57 -0.32
C14 0.68 2.85 -0.66
C15 -0.36 2.27 0.04
S1 -2.03 2.69 -0.39
O4 -2.75 3.08 0.78
O5 -2.02 3.57 -1.52
N3 -2.67 1.25 -0.99
C16 -3.19 0.12 -0.37
N4 -3.10 -0.96 -1.02
C17 -3.71 -2.17 -0.53
C18 -5.24 -2.09 -0.47
C19 -5.76 -1.37 0.78
C20 -5.37 0.10 0.85
C21 -3.85 0.32 0.96
C22 -0.11 1.40 1.09
C23 1.19 1.11 1.43
H1 5.75 0.25 1.76
H2 6.81 1.24 0.74
H3 6.49 -1.16 -0.08
H4 6.10 0.11 -1.28
H5 1.40 -2.89 1.44
H6 -0.79 -2.65 0.28
H7 -0.99 -1.35 -1.75
H8 1.02 -0.27 -2.78
H9 3.60 0.59 1.79
H10 2.81 3.02 -0.85
H11 0.45 3.52 -1.47
H12 -2.35 1.08 -1.93
H13 -3.42 -2.96 -1.23
H14 -3.33 -2.43 0.47
H15 -5.64 -3.10 -0.48
H16 -5.60 -1.58 -1.36
H17 -6.85 -1.44 0.79
H18 -5.39 -1.89 1.67
H19 -5.84 0.54 1.73
H20 -5.74 0.63 -0.02
H21 -3.66 1.33 1.32
H22 -3.44 -0.40 1.68
H23 -0.94 0.97 1.63
H24 1.40 0.42 2.25

Values from the calculation:
Kohn-Sham gap = 8.3 eV
SMILES = O=C(CCN1C(=O)c2ccccc2C1=O)Nc1ccc(S(=O)(=O)NC2=NCCCCC2)cc1
E_LUMO = -0.6 eV

Atomic partial charges in e from the natural (NBO) method, atoms 1 to 2: O -0.572; C 0.692

Q:
A 2-piece molecular cluster, C23H24N4O5S overall, computed with the ωB97M-V functional and the def2-TZVPD basis.

CARTESIAN COORDINATES (ANGSTROEM)
C1 -4.99 0.02 4.67
H1 -4.31 0.22 5.39
O1 -5.27 0.92 3.80
C2 -4.25 1.30 2.78
C3 -4.67 2.33 1.78
C4 -3.60 2.92 0.92
C5 -2.29 2.44 0.76
C6 -2.06 1.08 1.66
C7 -2.89 0.61 2.62
O2 -2.62 -0.30 3.48
C8 -1.12 -0.91 3.60
H2 -0.45 -0.19 3.71
H3 -1.36 -1.60 4.06
H4 -0.96 -1.24 2.58
H5 -1.11 0.66 1.55
C9 -1.36 2.92 -0.19
O3 -1.56 4.11 -0.62
N1 -0.54 2.01 -0.75
H6 -0.61 0.89 -0.26
C10 0.50 2.44 -1.60
C11 1.75 1.81 -1.33
N2 2.97 1.74 -1.99
N3 3.81 1.09 -1.20
C12 3.40 1.10 -0.05
O4 1.96 1.21 0.06
S1 3.92 0.17 1.31
C13 2.57 -0.98 1.46
C14 1.66 -1.25 0.60
O5 0.64 -0.58 0.61
N4 2.03 -1.61 -0.69
C15 1.28 -1.60 -1.80
C16 -0.17 -1.56 -1.91
C17 -0.84 -1.11 -2.91
C18 -0.23 -0.82 -4.27
C19 1.19 -0.96 -4.29
C20 1.99 -1.37 -2.90
C21 3.30 -1.70 -3.19
H7 4.08 -0.47 -2.73
C22 3.72 -2.76 -2.21
C23 3.54 -2.35 -0.75
H8 3.34 -3.03 -0.13
H9 4.38 -1.51 -0.43
H10 3.14 -3.58 -2.63
H11 4.72 -2.97 -2.42
H12 3.77 -1.90 -4.22
H13 1.55 -0.76 -5.12
H14 -0.84 -0.46 -5.06
H15 -2.07 -0.93 -2.94
H16 -0.68 -1.80 -0.86
H17 3.32 -2.03 1.79
H18 2.10 -0.79 2.53
H19 0.18 1.97 -2.64
H20 0.19 3.41 -1.53
H21 -3.94 3.82 0.38
H22 -5.56 2.96 2.12
H23 -4.69 -0.89 4.32
H24 -5.97 -0.14 5.08

Values from the calculation:
Kohn-Sham gap = 7.6 eV
E_LUMO = -0.4 eV

Atomic partial charges in e from the natural (NBO) method, atoms 1 to 2: C -0.214; H 0.155

Relative energies in eV: P 0.000; Q 20.820

P:
One molecule with the formula C4H6OS, computed with the ωB97M-V functional and the def2-TZVPD basis.

CARTESIAN COORDINATES (ANGSTROEM)
C1 -0.05 -1.20 1.19
C2 0.69 -0.27 0.28
S1 0.79 1.61 0.74
C3 -0.37 1.52 -0.82
C4 -0.10 0.04 -0.98
O1 -0.45 -0.81 -1.86
H1 0.29 -0.69 2.32
H2 -1.22 -1.06 0.88
H3 0.28 -2.37 0.94
H4 1.69 -0.49 0.01
H5 0.00 2.06 -1.80
H6 -1.54 1.66 -0.90

Values from the calculation:
Kohn-Sham gap = 9.8 eV
SMILES = C[C@@H]1SCC1=O
E_LUMO = 0.4 eV

Atomic partial charges in e from the natural (NBO) method, atoms 1 to 2: C -0.645; C -0.385

Q:
C4H6OS as an isolated structure, computed with the ωB97M-V functional and the def2-TZVPD basis.

CARTESIAN COORDINATES (ANGSTROEM)
C1 0.52 -0.35 -1.61
C2 1.20 0.10 -0.45
C3 -0.68 -0.86 -1.20
C4 0.39 -0.32 0.63
O1 -0.73 -0.86 0.15
S1 0.53 0.16 2.30
H1 0.83 -0.29 -2.67
H2 2.01 0.81 -0.38
H3 -1.58 1.93 0.89
H4 -1.46 -1.36 -1.77
H5 -1.07 2.07 1.49
H6 0.04 -1.03 2.63

Values from the calculation:
Kohn-Sham gap = 9.1 eV
E_LUMO = 0.9 eV

Atomic partial charges in e from the natural (NBO) method, atoms 1 to 2: C -0.305; C -0.319

R:
A 2-piece molecular cluster, C4H6OS overall, computed with the ωB97M-V functional and the def2-TZVPD basis.

CARTESIAN COORDINATES (ANGSTROEM)
C1 0.69 0.60 -0.88
C2 0.43 -0.68 -0.04
C3 1.30 -0.92 0.97
C4 -2.17 -0.03 0.02
H1 0.33 1.50 -0.04
H2 0.52 0.97 -2.06
H3 1.82 0.98 -0.79
H4 0.97 -1.52 1.97
H5 2.40 -0.27 0.90
H6 -3.40 0.22 -0.87
O1 -1.74 0.65 1.12
S1 -1.15 -1.47 -0.31

Values from the calculation:
Kohn-Sham gap = 9.1 eV
E_LUMO = -0.3 eV

Atomic partial charges in e from the natural (NBO) method, atoms 1 to 2: C -0.726; C -0.217

Relative energies in eV: P 0.613; Q 0.000; R 4.068

P:
C4H6OS as an isolated structure, computed with the ωB97M-V functional and the def2-TZVPD basis.

CARTESIAN COORDINATES (ANGSTROEM)
C1 -1.15 0.56 -0.28
C2 -0.25 1.24 0.36
C3 -0.82 -0.93 -0.31
C4 1.02 -0.12 0.80
O1 0.30 -1.28 0.50
S1 2.34 0.44 -0.40
H1 -2.04 0.68 -0.86
H2 -0.09 2.17 0.77
H3 -1.64 -1.34 0.25
H4 -0.67 -1.38 -1.32
H5 1.36 -0.03 1.89
H6 1.65 -0.02 -1.40

Values from the calculation:
Kohn-Sham gap = 9.5 eV
E_LUMO = 0.9 eV

Atomic partial charges in e from the natural (NBO) method, atoms 1 to 2: C -0.275; C -0.170

Q:
One molecule with the formula C4H6OS, computed with the ωB97M-V functional and the def2-TZVPD basis.

CARTESIAN COORDINATES (ANGSTROEM)
C1 0.22 -0.98 -1.19
O1 1.32 -0.67 -0.40
C2 0.60 -0.31 0.80
C3 0.50 0.61 2.02
C4 -0.10 0.83 0.60
S1 -1.26 0.35 -0.82
H1 0.63 -0.82 -2.13
H2 -0.07 -2.02 -1.27
H3 -0.27 -1.05 1.04
H4 0.05 0.12 3.03
H5 1.38 1.21 2.22
H6 0.50 1.45 0.12

Values from the calculation:
Kohn-Sham gap = 9.8 eV
SMILES = C1O[C@H]2C[C@@H]2S1
E_LUMO = 0.8 eV

Atomic partial charges in e from the natural (NBO) method, atoms 1 to 2: C -0.130; O -0.491

Relative energies in eV: P 0.000; Q 2.377